Entry from the Open Molecules 2025 dataset: 2 unconnected molecules or ions with the total composition C4H3Cl3N2 in a non-equilibrium geometry (the ωB97M-V functional and the def2-TZVPD basis).

Element x y z (Å)
C1 -1.251096 -0.178717 1.028972
C2 -2.283874 -0.368314 0.051954
C3 -0.290244 0.321249 0.243887
C4 2.544395 -0.030629 0.068630
N1 -1.974965 0.131758 -1.086465
N2 -0.667294 0.539510 -0.986775
Cl1 2.667657 -1.643971 0.605111
Cl2 2.511350 0.247343 -1.623383
Cl3 3.498675 1.015943 1.101341
H1 -1.300569 -0.367795 2.027481
H2 -3.354249 -0.506674 0.429521
H3 -0.099782 0.840300 -1.860278

Atoms 1-6, force components in eV/Å:
-0.6 -0.4 -2.4
-2.0 0.8 3.7
2.8 0.5 1.1
0.0 0.3 0.9
0.2 0.4 -3.0
0.0 0.3 -2.8

As for the calculated total energy: -44738.6625 eV. The value obtained for the orbital gap (spin up / spin down) is 8.077 / 8.444 eV. The HOMO energy (spin up / spin down) comes out at -9.0 / -9.5 eV. The value obtained for the LUMO energy (spin up / spin down) is -0.0342 / -0.0401 hartree. The energy above the lowest of the compared OMol25 structures with the same formula, charge and spin is 77.1 kcal/mol.



Entry from the Open Molecules 2025 dataset: 2 unconnected molecules or ions with the total composition C23H24F2O3 in a non-equilibrium geometry (the ωB97M-V functional and the def2-TZVPD basis).

Element x y z (Å)
C1 -1.211502 2.700420 -3.697980
C2 -1.863299 2.110658 -2.471786
O1 -0.875289 2.182524 -1.418251
C3 -1.302216 1.619031 -0.259870
C4 -0.337129 1.860384 0.840280
C5 -0.681123 1.294183 2.127706
O2 -1.479276 0.378501 2.268942
C6 0.048904 1.784254 3.407100
C7 1.404610 1.094426 3.508816
C8 2.308550 1.417113 2.315895
C9 1.990531 2.747096 1.596323
C10 0.848509 2.702830 0.556413
O3 -2.351901 0.999213 -0.196618
H1 -1.872681 2.620090 -4.566204
H2 -0.974863 3.759582 -3.538660
H3 -0.260496 2.205680 -3.927291
H4 -2.751452 2.694818 -2.183202
H5 -2.162526 1.063747 -2.624477
H6 0.146306 2.872443 3.436627
H7 -0.572758 1.470117 4.248797
H8 1.898528 1.397972 4.443231
H9 1.246870 0.007497 3.586246
H10 3.345139 1.473030 2.678909
H11 2.268561 0.586015 1.599348
H12 1.777628 3.541750 2.320386
H13 2.901777 3.049410 1.062544
H14 1.288163 2.416655 -0.421641
H15 0.498170 3.747333 0.416146
F1 0.714138 -4.392056 4.201033
C11 0.655659 -3.742273 2.994344
C12 1.736684 -2.934907 2.629558
C13 1.668261 -2.267479 1.418295
C14 0.530103 -2.359799 0.558431
C15 0.586145 -1.621214 -0.654508
C16 -0.231079 -1.665272 -1.816993
C17 0.236519 -0.943320 -2.956874
C18 -0.457234 -0.920754 -4.154895
C19 -1.676162 -1.603751 -4.218032
F2 -2.425370 -1.479977 -5.361375
C20 -2.184654 -2.337865 -3.153604
C21 -1.451131 -2.383981 -1.975155
C22 -0.528149 -3.209379 0.992142
C23 -0.468923 -3.905370 2.192597
H16 2.610607 -2.839831 3.268966
H17 2.516811 -1.674078 1.074812
H18 1.471999 -0.993204 -0.754279
H19 1.184643 -0.413524 -2.864128
H20 -0.075445 -0.370554 -5.010739
H21 -3.141395 -2.856587 -3.251406
H22 -1.851021 -2.980841 -1.166716
H23 -1.419482 -3.332457 0.392765
H24 -1.277258 -4.568296 2.508031

Atoms 1-6, force components in eV/Å:
0.2 0.3 -0.2
0.3 0.1 0.0
-0.6 0.1 -0.8
0.4 -0.7 1.5
-1.0 -1.2 -0.6
0.7 0.3 0.3

As for the calculated total energy: -35814.6434 eV. The value obtained for the orbital gap is 3.485 eV. The HOMO energy comes out at -6.3 eV. The value obtained for the LUMO energy is -0.1020 hartree.



Entry from the Open Molecules 2025 dataset: 2 unconnected molecules or ions with the total composition C4H9NO3 in a non-equilibrium geometry (the ωB97M-V functional and the def2-TZVPD basis).

Element x y z (Å)
C1 -0.522148 -1.380663 1.704468
C2 -0.928335 -0.036036 2.124142
C3 0.512634 1.128127 -2.077766
C4 -0.622866 0.417499 -1.304953
H1 0.987108 -2.283970 0.973486
H2 -2.051271 -0.031227 2.116144
H3 -0.491915 0.177556 3.232521
H4 -0.184084 0.831698 1.478133
H5 2.469964 0.838612 -2.484815
H6 2.135522 0.792037 -0.465864
H7 -1.705046 0.838791 -1.602392
H8 -0.423008 0.328143 -0.212249
H9 -0.595482 -0.609102 -1.770551
N1 1.746186 0.931294 -1.603151
O1 -1.236316 -2.343114 1.771737
O2 0.642400 -1.301189 1.192287
O3 0.266657 1.701543 -3.071178

Atoms 1-6, force components in eV/Å:
-2.7 0.6 0.8
2.0 3.6 1.7
-2.6 -1.5 3.5
-1.5 -0.1 -0.9
-1.2 3.0 0.6
1.2 0.9 -0.1

As for the calculated total energy: -11924.3416 eV. The value obtained for the orbital gap is 9.955 eV. The HOMO energy comes out at -9.7 eV. The value obtained for the LUMO energy is 0.0076 hartree. As for the SMILES: CC(=O)O.CC(N)=O. The energy above the lowest of the compared OMol25 structures with the same formula, charge and spin is 73.8 kcal/mol.



Entry from the Open Molecules 2025 dataset: 3 unconnected molecules or ions with the total composition C27H60BrClN5O8S2 in a non-equilibrium geometry (the ωB97M-V functional and the def2-TZVPD basis).

Element x y z (Å)
C1 6.219134 -0.852527 -0.708491
C2 6.174956 0.571115 -0.176183
C3 5.404746 1.512462 -1.094385
C4 3.954187 1.508905 -0.644637
O1 3.062736 1.707753 -1.756838
C5 1.780271 1.959951 -1.408857
N1 0.901558 2.188536 -2.579045
C6 -0.370517 2.044971 -2.119151
N2 -1.420050 2.226530 -2.849090
S1 -2.993366 2.052497 -2.108379
C7 -1.329838 2.565258 -4.284495
C8 -1.249571 1.272093 -5.089607
C9 -2.490337 0.382118 -4.909763
C10 -2.334098 -0.768347 -3.903067
S2 -2.261766 -2.299296 -4.827665
O2 -1.210819 -2.207998 -5.769689
O3 -3.555599 -2.547178 -5.333915
Cl1 -1.896566 -3.750359 -3.433223
N3 -0.381335 1.656101 -0.776613
C11 0.886576 0.869530 -0.747375
Br1 1.163373 0.503825 1.159616
O4 0.578624 -0.198645 -1.512408
C12 1.698721 -1.088435 -1.736226
C13 1.632756 -1.625829 -3.163158
C14 3.003229 -1.912907 -3.743765
C15 3.617825 -3.212241 -3.153108
H1 6.543347 -1.554423 0.047335
H2 6.879384 -0.926307 -1.559312
H3 5.211112 -1.151382 -0.993272
H4 7.176722 0.961719 -0.050531
H5 5.745819 0.540822 0.822174
H6 5.413708 1.168663 -2.121839
H7 5.784288 2.518888 -0.973859
H8 3.751310 0.524009 -0.235702
H9 3.749417 2.214463 0.157753
H10 1.657611 2.864885 -0.801610
H11 1.085471 3.033042 -3.107295
H12 -2.901810 3.007049 -1.165628
H13 -2.175523 3.151456 -4.604856
H14 -0.406674 3.106720 -4.432335
H15 -0.319498 0.769506 -4.855200
H16 -1.199702 1.539226 -6.136835
H17 -3.328453 0.995665 -4.603870
H18 -2.717734 -0.052622 -5.872283
H19 -3.236634 -0.842289 -3.312659
H20 -1.497524 -0.678179 -3.222038
H21 -0.374440 2.462686 -0.159910
H22 2.655217 -0.621474 -1.542733
H23 1.631343 -1.940133 -1.069187
H24 1.176278 -0.841394 -3.756369
H25 1.000125 -2.502024 -3.169288
H26 3.670509 -1.061455 -3.676597
H27 2.846785 -2.096148 -4.799417
H28 3.662367 -3.962347 -3.926764
H29 2.977203 -3.609136 -2.375695
H30 4.616482 -3.016460 -2.787667
C16 6.677161 -1.597791 5.344529
O5 5.468636 -2.074540 4.782125
C17 4.562788 -2.650932 5.716849
C18 3.365744 -1.755496 5.967149
N4 3.731823 -0.559771 6.716684
C19 2.721179 0.496994 6.733799
C20 2.229202 1.068495 5.406570
O6 3.175894 1.854255 4.702823
C21 4.148321 1.123094 3.983283
H31 7.375177 -1.426191 4.526307
H32 6.537887 -0.649142 5.874142
H33 7.115250 -2.329199 6.028017
H34 5.067807 -2.913448 6.650350
H35 4.199977 -3.578273 5.265470
H36 2.616221 -2.313108 6.536444
H37 2.935331 -1.513326 4.986370
H38 4.585967 -0.179172 6.334350
H39 3.143004 1.323473 7.310055
H40 1.855811 0.131659 7.295928
H41 1.407874 1.750564 5.639819
H42 1.806563 0.297142 4.749171
H43 3.737075 0.204475 3.554119
H44 5.009097 0.888679 4.613036
H45 4.507045 1.755594 3.168793
C22 -8.107546 -2.066538 -0.995136
O7 -8.853168 -0.909720 -0.668491
C23 -9.210643 -0.796852 0.704568
C24 -8.410896 0.283010 1.404907
N5 -7.011333 -0.099827 1.560314
C25 -6.107651 0.984617 1.935728
C26 -6.020116 2.220752 1.044195
O8 -5.395672 2.008119 -0.216663
C27 -6.226778 1.409037 -1.202846
H46 -8.120838 -2.170947 -2.079018
H47 -7.061562 -1.985809 -0.675603
H48 -8.547998 -2.963909 -0.553916
H49 -9.122954 -1.757819 1.218780
H50 -10.263138 -0.503880 0.729281
H51 -8.841229 0.462065 2.394192
H52 -8.524673 1.201249 0.814963
H53 -6.683854 -0.505302 0.694744
H54 -5.106478 0.548949 1.992680
H55 -6.366655 1.309595 2.948027
H56 -5.382050 2.940064 1.563340
H57 -6.986740 2.716639 0.909467
H58 -7.261333 1.745456 -1.125812
H59 -6.183251 0.319438 -1.144431
H60 -5.845612 1.696674 -2.184446

Atoms 1-6, force components in eV/Å:
-0.3 0.2 0.2
0.5 -0.2 -0.1
-0.8 0.2 0.8
0.0 -0.6 0.0
0.2 0.2 -0.7
-0.2 -0.1 0.2

As for the calculated total energy: -157027.1539 eV. The value obtained for the orbital gap is 7.241 eV. The HOMO energy comes out at -10.3 eV. The value obtained for the LUMO energy is -0.1126 hartree. Its net charge is +1.